Entry 1:
Below is a structure of composition C2H9N5O in a non-equilibrium geometry, with properties calculated with the ωB97M-V functional and the def2-TZVPD basis.

```
17
Properties=species:S:1:pos:R:3:forces:R:3
O 0.861584 0.327204 2.639770 3.6 0.1 5.3
N -0.660658 0.761332 -1.458001 -3.5 0.9 0.9
N 0.543905 0.528998 -0.795246 0.9 0.2 2.1
N 1.007564 1.114592 1.461151 -1.3 -4.3 -1.9
N -0.647642 -1.705724 -0.362707 -2.6 2.3 -1.5
N -0.358812 -0.925939 0.965974 2.9 -2.1 -1.4
C 0.411836 0.222710 0.608524 1.0 2.0 0.6
C -0.902963 0.033753 -2.626995 0.0 -0.5 -5.1
H -1.804793 -1.331051 -0.666363 4.3 -1.7 1.4
H 1.135065 1.364603 -0.777880 -0.3 -0.1 -0.4
H 1.799928 0.334195 3.504099 -3.9 0.7 -4.5
H -0.369709 -1.110287 -2.496649 -1.1 2.5 -2.3
H -2.040622 -0.182391 -2.872292 2.3 0.5 1.1
H -1.478239 0.474513 -0.860550 1.5 1.1 -0.2
H -0.056152 -1.200057 -1.485012 -1.1 -2.1 5.3
H 0.269813 -1.632752 1.724713 -2.3 2.8 -3.0
H -0.591683 0.714011 -3.755594 -0.3 -2.5 3.5
```
Positions in Å, forces in eV/Å.

## Properties
energy above the lowest of the compared OMol25 structures with the same formula, charge and spin = 12.546 eV
gap between HOMO and LUMO = 8.820 eV
LUMO level = 0.4 eV

---

Entry 2:
Below is a structure of composition C30H40Cl3N5O6SSi2Ti in a non-equilibrium geometry, with properties calculated with the ωB97M-V functional and the def2-TZVPD basis.

```
88
Properties=species:S:1:pos:R:3:forces:R:3
Ti 0.113090 0.243234 0.067699 0.0 0.4 0.1
Cl 2.985255 -3.559490 3.623030 0.0 0.2 0.1
Cl -1.671277 -1.797557 0.110816 0.1 0.2 0.2
Cl 3.512350 1.469662 5.584364 -1.1 0.4 0.6
S 2.538969 -1.624967 -2.185574 -0.2 -0.3 0.1
Si -0.836515 0.934800 -3.079199 -0.1 0.4 0.5
Si -0.897499 1.343383 3.062654 0.0 0.1 -0.6
O -2.318122 -3.026072 -0.243379 0.5 0.7 0.4
O 1.670139 -0.755878 1.108657 0.6 -0.2 0.2
O -1.245169 -1.724752 1.514296 -0.5 -0.3 -1.3
O -2.478262 -0.628203 -0.191082 0.3 -1.2 0.2
O -0.386715 -1.645862 -0.688265 -1.4 -0.7 0.4
O 1.960529 1.093425 -0.009879 0.4 0.0 -0.2
N 4.242870 0.005818 -3.486478 0.1 0.9 0.1
N -0.655713 1.333157 -1.402523 -0.5 1.0 0.1
N -0.775450 1.431565 1.333506 -0.7 0.9 -0.4
N 3.686299 -0.687482 3.423562 0.4 0.3 0.1
N 3.994898 -1.954180 -4.405726 0.3 -0.4 -0.5
C -0.086683 2.809200 3.846234 0.4 0.7 0.4
C -0.075541 -0.132587 3.805888 0.4 -0.7 0.0
C 3.267919 -0.229906 5.788239 0.0 0.3 0.7
C -1.343540 2.526377 0.609137 0.2 -0.4 0.2
C 2.647535 -2.010099 7.271978 -0.1 -0.1 0.3
C -2.647122 1.247475 3.638356 -0.9 0.0 0.2
C 3.824448 1.235301 -2.813665 0.2 -0.3 -0.2
C 2.446827 0.087865 0.592327 0.4 0.3 0.4
C 6.442544 1.792885 3.579111 0.0 -0.2 0.0
C 3.604268 -1.175430 -3.367237 0.0 0.3 0.2
C 5.606541 1.655730 1.350379 0.0 0.0 -0.2
C 2.955008 -0.685203 7.064810 0.1 0.4 -0.1
C 0.670419 1.430336 -4.045738 0.6 0.2 -0.4
C -1.642259 3.625450 -1.529092 0.1 0.1 0.0
C 5.009719 0.084557 -4.726906 -0.1 0.0 0.3
C 6.457928 2.254002 2.270366 -0.1 0.0 0.0
C -1.991589 3.615550 1.194863 0.0 0.1 0.0
C -1.106571 -0.846067 -3.451410 -0.1 -0.8 0.0
C 2.647779 -2.884936 6.203276 0.0 -0.1 -0.4
C 4.649542 0.266643 3.053073 -0.4 -0.6 0.2
C -2.288314 1.757873 -3.913530 -0.6 0.4 -0.2
C -2.270774 4.716123 -0.919641 0.1 -0.2 0.0
C -2.466842 4.700782 0.447029 0.1 -0.2 0.1
C 3.346910 -1.091352 4.705179 0.3 0.0 -0.6
C 4.716503 0.651920 1.713853 0.0 0.2 -0.3
C 3.937726 -0.096500 0.656261 0.2 -0.1 0.0
C -1.218246 2.501388 -0.814805 0.3 -0.2 -0.3
C 3.003545 -2.425818 4.946695 -0.2 -0.5 0.2
C 5.142781 -1.383582 -5.113799 -0.4 -0.1 0.2
C 5.553910 0.795254 3.964159 0.7 -0.1 0.0
H 5.554737 0.427898 4.985739 0.3 0.0 -0.4
H 2.924692 0.032373 7.875651 0.0 0.0 -0.1
H -2.034994 2.730547 -4.361540 -0.1 -0.3 0.1
H -0.260742 -1.490216 -3.192840 -0.1 0.1 -0.1
H 3.379589 1.923398 -3.533935 0.0 0.0 0.0
H 4.312546 0.183908 -0.317747 0.2 0.1 -0.2
H -2.632770 1.088718 -4.716231 0.0 0.2 0.1
H 6.083763 -1.805712 -4.764979 0.1 -0.1 0.1
H -0.761901 -0.990001 3.824849 0.2 0.2 0.0
H -3.122442 1.921863 -3.213950 0.2 -0.1 -0.2
H 3.877915 -2.943963 -4.279611 0.0 -0.1 -0.1
H 0.203825 0.129443 4.837681 0.0 -0.1 -0.2
H 2.379234 -3.926214 6.325070 0.0 0.0 0.0
H 4.681972 1.720751 -2.343199 0.0 0.0 0.0
H 4.461141 0.657329 -5.478510 -0.1 0.0 -0.1
H -2.134496 3.627858 2.270879 0.0 0.0 -0.2
H 4.110028 -1.165595 0.770557 0.1 -0.2 0.0
H 7.124234 2.207579 4.314211 0.0 0.0 0.0
H 5.630875 1.962482 0.307310 0.0 0.0 0.1
H 0.823770 -0.446348 3.259127 -0.2 0.1 0.2
H 3.177322 -1.147898 2.687451 -0.1 -0.1 -0.2
H 3.077264 1.007529 -2.059603 0.0 0.0 0.0
H -3.156913 0.439190 3.090648 0.1 0.2 0.2
H 0.420870 1.630717 -5.101130 0.1 -0.1 0.3
H -0.641456 3.742079 3.687665 0.2 -0.2 0.1
H 7.127820 3.052237 1.965558 -0.1 -0.1 0.0
H 2.396799 -2.362548 8.265698 0.0 0.0 -0.1
H -3.217215 2.174795 3.482141 0.1 -0.3 0.1
H -2.971669 5.523145 0.946677 0.1 -0.1 0.0
H 5.971944 0.564941 -4.564479 0.1 0.1 0.0
H -1.274170 -0.902639 -4.538693 0.0 -0.1 0.2
H 1.413353 0.619335 -4.011218 -0.1 0.2 0.0
H 0.918410 2.941836 3.419946 -0.2 0.0 0.1
H -1.995302 -1.232905 -2.935489 0.1 0.0 -0.2
H 1.117377 2.333995 -3.607166 -0.1 -0.2 -0.2
H -2.661742 1.003920 4.714508 -0.1 0.1 -0.3
H 0.017101 2.648199 4.932290 0.0 0.1 -0.3
H 5.070665 -1.530022 -6.186112 0.0 -0.1 -0.1
H -1.473794 3.653401 -2.599456 0.0 0.0 0.1
H -2.606084 5.556865 -1.521636 0.1 -0.1 0.1
```
Positions in Å, forces in eV/Å.

## Properties
energy above the lowest of the compared OMol25 structures with the same formula, charge and spin = 4.631 eV
multiplicity = 2
gap between HOMO and LUMO (alpha / beta) = 5.985 / 5.980 eV
charge = -1
LUMO level (alpha / beta) = 2.1 / 2.1 eV

---

| no. | total energy (eV) |
| --- | --- |
| 1 | -11706.9630 |
| 2 | -138770.0253 |